[1]
Formula: CO4S3
Source: the OMol25 dataset
Level of theory: wB97M-V/def2-TZVPD

Charge ... -2
ΔE to the lowest compared entry with this formula, charge and spin ... 0.0000 eV
M ... 172.21 u
Structure (SMILES) ... O=C([S-])OS(=O)(=O)[S-]
HOMO-LUMO gap ... 6.4 eV

XYZ file:
```
8
Properties=species:S:1:pos:R:3:lowdin_charge:R:1
O -0.55209 0.42715 -1.75784 -0.071
C -0.77335 -0.58972 -1.15598 -1.131
S -1.65811 -1.91921 -1.60118 0.390
O -0.16199 -0.74983 0.20362 -0.405
S 0.60565 0.52466 0.79749 0.049
O 1.84801 0.70778 0.06501 -0.440
O -0.28217 1.67413 0.81498 -0.437
S 0.97405 -0.07496 2.63390 0.044
```

***

[2]
Formula: C23H21N3O5
Source: the OMol25 dataset
Level of theory: wB97M-V/def2-TZVPD

ΔE to the lowest compared entry with this formula, charge and spin ... 2.9175 eV
M ... 419.44 u
Structure (SMILES) ... O=C(COc1ccc2ccccc2c1)N1CCN(C(=O)c2ccc([N+](=O)[O-])cc2)CC1
HOMO-LUMO gap ... 7.7 eV

XYZ file:
```
52
Properties=species:S:1:pos:R:3:lowdin_charge:R:1
O -3.31772 -1.31117 -0.55004 0.072
C -2.46553 -0.53486 -0.93232 -0.419
C -2.14873 -0.39712 -2.42197 -0.099
O -0.77380 -0.63313 -2.63228 -0.060
C -0.30146 -0.61489 -3.91663 -0.252
C 1.08731 -0.85143 -4.03399 0.005
C 1.68698 -0.85298 -5.25653 -0.019
C 0.94056 -0.61788 -6.43190 -0.173
C 1.53135 -0.61298 -7.71072 -0.036
C 0.77704 -0.38172 -8.82769 -0.086
C -0.60085 -0.14547 -8.71217 -0.083
C -1.20248 -0.14369 -7.48432 -0.036
C -0.45242 -0.37895 -6.31393 -0.161
C -1.05458 -0.38072 -5.03713 0.034
N -1.79554 0.27456 -0.08244 -0.047
C -0.69756 1.15895 -0.39772 -0.104
C 0.60403 0.55085 0.13549 -0.097
N 0.48171 0.29667 1.55680 -0.042
C 1.19006 1.05147 2.42817 -0.427
O 1.97309 1.91140 2.07311 0.085
C 1.00821 0.74412 3.88598 -0.139
C 1.42256 -0.47915 4.40932 -0.011
C 1.34352 -0.71379 5.76757 0.021
C 0.84534 0.28174 6.59981 -0.146
N 0.75244 0.03584 8.01948 -0.363
O 0.30317 0.92130 8.71396 0.085
O 1.12628 -1.04222 8.42761 0.085
C 0.44208 1.51080 6.09280 0.022
C 0.53384 1.74045 4.73413 0.007
C -0.63798 -0.55082 1.89662 -0.105
C -1.93392 0.05994 1.34302 -0.100
H -2.75938 -1.14243 -2.94574 0.141
H -2.43673 0.60688 -2.76905 0.143
H 1.64746 -1.02993 -3.12939 0.115
H 2.74839 -1.03496 -5.34123 0.116
H 2.59333 -0.79605 -7.79184 0.111
H 1.23548 -0.37950 -9.80552 0.101
H -1.18384 0.03512 -9.60338 0.102
H -2.26422 0.03748 -7.39431 0.111
H -2.11647 -0.19697 -4.97880 0.111
H -0.61496 1.32322 -1.46795 0.121
H -0.87829 2.12025 0.09737 0.139
H 1.44046 1.23533 -0.01261 0.128
H 0.79684 -0.39313 -0.38327 0.130
H 1.81479 -1.23906 3.75059 0.128
H 1.66011 -1.65174 6.19749 0.122
H 0.07130 2.26554 6.76925 0.122
H 0.24439 2.69463 4.32176 0.126
H -0.71406 -0.66525 2.97749 0.121
H -0.48785 -1.53574 1.44034 0.141
H -2.77455 -0.61633 1.50411 0.125
H -2.13294 1.01919 1.83187 0.135
```

***

[3]
Formula: C17H23N3O3S
Source: the OMol25 dataset
Level of theory: wB97M-V/def2-TZVPD

ΔE to the lowest compared entry with this formula, charge and spin ... 1.5018 eV
M ... 349.46 u
Structure (SMILES) ... Cc1ccc(CSc2nnc(CCNC(=O)OC(C)(C)C)o2)cc1
HOMO-LUMO gap ... 9.3 eV

XYZ file:
```
47
Properties=species:S:1:pos:R:3:lowdin_charge:R:1
C -5.98459 -3.56185 0.22641 -0.054
C -5.74791 -2.09261 0.05423 -0.283
C -6.07408 -1.45338 -1.13588 -0.044
C -5.87177 -0.09517 -1.28787 -0.049
C -5.34194 0.66004 -0.24794 -0.315
C -5.09551 2.12060 -0.42638 -0.384
S -3.53724 2.41032 -1.37073 1.010
C -2.41284 2.17514 -0.09298 -0.683
N -2.65154 2.06958 1.17920 0.040
N -1.45313 1.91930 1.77992 0.099
C -0.54788 1.94502 0.86143 -0.359
C 0.90975 1.76948 1.02695 -0.081
C 1.29288 0.29015 0.81344 -0.165
N 2.69563 0.06226 1.02555 0.076
C 3.58093 -0.00655 -0.00532 -0.566
O 3.25970 -0.02793 -1.16728 0.092
O 4.82721 -0.07133 0.49046 0.031
C 5.96224 -0.23204 -0.39701 -0.575
C 6.07009 0.96484 -1.34127 -0.021
C 5.84047 -1.53898 -1.17943 -0.020
C 7.16478 -0.28153 0.54624 -0.025
O -1.09389 2.10554 -0.37291 0.085
C -5.01097 0.02618 0.94354 -0.042
C -5.21475 -1.33344 1.08888 -0.037
H -6.96351 -3.72967 0.67698 0.084
H -5.23508 -4.00107 0.88085 0.076
H -5.96249 -4.07466 -0.73226 0.075
H -6.48743 -2.02660 -1.95342 0.110
H -6.12051 0.38635 -2.22298 0.113
H -4.97562 2.63814 0.52246 0.077
H -5.86619 2.59374 -1.03328 0.081
H 1.17929 2.07817 2.03744 0.125
H 1.43605 2.38496 0.29631 0.130
H 1.07904 -0.00014 -0.21819 0.129
H 0.71446 -0.33691 1.49767 0.130
H 3.07125 0.16052 1.95500 0.150
H 6.11890 1.88933 -0.76957 0.091
H 5.20589 1.00193 -1.99852 0.079
H 6.96932 0.87510 -1.94402 0.089
H 6.73634 -1.69442 -1.77379 0.089
H 4.97932 -1.50114 -1.84064 0.079
H 5.72128 -2.37516 -0.49361 0.091
H 7.06341 -1.11544 1.23567 0.086
H 8.07966 -0.40250 -0.02577 0.088
H 7.22496 0.63777 1.12275 0.086
H -4.58213 0.60206 1.74937 0.099
H -4.95185 -1.81403 2.02032 0.112
```

***

[4]
Formula: C5H13NO
Source: the OMol25 dataset
Level of theory: wB97M-V/def2-TZVPD

ΔE to the lowest compared entry with this formula, charge and spin ... 2.7038 eV
M ... 103.16 u
Structure (SMILES) ... CN1CCCC1.O
HOMO-LUMO gap ... 9.2 eV

XYZ file:
```
20
Properties=species:S:1:pos:R:3:lowdin_charge:R:1
C 1.76328 -1.48772 0.44222 -0.170
N 1.46759 -0.13461 0.60100 -0.208
C 1.30228 0.67963 -0.59419 -0.155
C -0.20968 0.93389 -0.68411 -0.211
C -0.66823 1.03752 0.69681 -0.168
C 0.17980 -0.09990 1.23941 -0.258
H 2.82816 -1.77754 0.55626 0.073
H 1.24478 -2.02355 1.42191 0.126
H 1.38677 -2.18062 -0.36864 0.095
H 1.74631 0.11146 -1.38759 0.108
H 1.76801 1.66345 -0.48498 0.116
H -0.25342 1.85395 -1.19152 0.096
H -0.64726 0.25422 -1.36212 0.090
H -0.33350 1.86238 1.28470 0.114
H -1.70519 0.86317 0.80413 0.094
H -0.53719 -1.05243 1.11453 0.151
H 0.33265 -0.14749 2.29769 0.103
O -3.20994 -0.14748 -1.10342 -0.066
H -3.82090 -0.64782 -1.69620 0.064
H -2.63431 0.43947 -1.58590 0.006
```

***

Q: What is the formula in the third record?
A: C17H23N3O3S

***

Q: Among the records above, which one has the lowest HOMO-LUMO gap?
A: CO4S3